# C2H3NOS2

One molecule with the formula C2H3NOS2 (ωB97M-V/def2-TZVPD, the OMol25 dataset).

Results
SMILES	O/N=C\SC=S
ΔE to the lowest compared entry with this formula, charge and spin	67.2	kcal/mol
molar mass	121.2	u
DFT total energy	-27327.8632	eV
HOMO	-9.350	eV
LUMO	-0.027	Eh
orbital gap	8.62	eV

```
9
Properties=species:S:1:pos:R:3:mulliken_charge:R:1
C -0.9206 -0.7847 0.1108 -0.1538
C 1.6863 0.0233 0.2489 -0.1169
H -1.0005 1.2715 -0.9857 0.3088
H -1.0555 -1.7411 0.5885 0.4494
H 1.2426 0.0208 1.2508 0.3183
N -1.8094 0.0831 0.3160 -0.1725
O -1.8179 1.2204 -0.4513 -0.2787
S 0.4837 -0.4753 -0.9174 -0.1521
S 3.1914 0.3820 -0.1607 -0.2024
```

***

# C2H3NOS2

One molecule with the formula C2H3NOS2 (ωB97M-V/def2-TZVPD, the OMol25 dataset).

Results
SMILES	S=CO/C=N\S
ΔE to the lowest compared entry with this formula, charge and spin	37.6	kcal/mol
molar mass	121.2	u
DFT total energy	-27329.1469	eV
HOMO	-9.294	eV
LUMO	-0.011	Eh
orbital gap	8.99	eV

```
9
Properties=species:S:1:pos:R:3:mulliken_charge:R:1
C -0.4340 -0.4677 -0.3368 0.1189
C -0.5464 1.4521 1.0655 0.0214
H 2.1257 -2.2598 -1.6942 0.1585
H -1.5126 -0.4913 -0.3125 0.3399
H 0.1393 2.1303 1.5739 0.3217
N 0.2537 -1.3052 -0.9647 -0.3523
O 0.1731 0.5487 0.3918 -0.2124
S 1.9577 -1.1898 -0.9167 -0.1037
S -2.1564 1.5826 1.1937 -0.2919
```

***

# C2H3NOS2

C2H3NOS2 as an isolated structure (ωB97M-V/def2-TZVPD, the OMol25 dataset).

Results
ΔE to the lowest compared entry with this formula, charge and spin	121.1	kcal/mol
molar mass	121.2	u
DFT total energy	-27325.5239	eV
HOMO (alpha / beta)	-7.673 / -7.596	eV
LUMO (alpha / beta)	-0.028 / -0.031	Eh
orbital gap (alpha / beta)	6.90 / 6.75	eV

```
9
Properties=species:S:1:pos:R:3:mulliken_charge:R:1
C -0.7137 0.8149 0.7094 -0.2282
C -0.5917 1.3732 -0.5057 -0.0957
N 0.3302 -1.1095 -0.0271 -0.1338
O -0.0858 -0.3583 1.0016 -0.1676
S 0.3256 0.4892 -1.6140 -0.0958
S 1.7928 -1.8046 0.3555 -0.0690
H -1.4134 1.0784 1.5406 0.2888
H -0.9482 2.2878 -0.9891 0.3140
H 1.3042 -2.7710 -0.4712 0.1873
```

***

# C2H3NOS2

A 2-piece molecular cluster, C2H3NOS2 overall (ωB97M-V/def2-TZVPD, the OMol25 dataset).

Results
ΔE to the lowest compared entry with this formula, charge and spin	105.2	kcal/mol
molar mass	121.2	u
DFT total energy	-27326.2130	eV
HOMO	-8.813	eV
LUMO	-0.036	Eh
orbital gap	7.84	eV

```
9
Properties=species:S:1:pos:R:3:mulliken_charge:R:1
C -0.7021 -0.3262 -0.7821 0.2417
C 0.0894 1.7134 0.3539 0.0631
H 1.2399 -2.6359 1.5789 0.1563
H -1.6481 -0.6192 -1.4000 0.3130
H 0.8553 0.9777 0.8878 0.2711
N 0.1811 -0.9184 -0.1219 -0.3607
O -0.9397 1.1387 -0.4080 -0.2740
S 0.6681 -2.5961 -0.1818 -0.1364
S 0.2562 3.2661 0.0731 -0.2742
```

***

# C2H3NOS3

A 2-piece molecular cluster, C2H3NOS3 overall (ωB97M-V/def2-TZVPD, the OMol25 dataset).

Results
ΔE to the lowest compared entry with this formula, charge and spin	117.7	kcal/mol
molar mass	153.3	u
DFT total energy	-38160.3022	eV
HOMO (alpha / beta)	-7.606 / -7.964	eV
LUMO (alpha / beta)	-0.040 / -0.032	Eh
orbital gap (alpha / beta)	6.53 / 7.08	eV

```
10
Properties=species:S:1:pos:R:3:mulliken_charge:R:1
C -0.1300 1.0841 -0.7101 0.1992
C 0.7287 -1.0258 0.5546 0.0149
N -1.3880 1.1353 -0.4962 0.0137
O -1.9924 0.1732 0.2730 -0.3257
S 0.9412 1.7853 -1.5755 -0.2887
S -0.3463 -2.1620 0.9735 -0.2415
S 2.3383 -0.6457 0.5654 -0.1357
H -1.9886 1.7254 -0.9127 0.1733
H -1.2249 -0.2185 0.7581 0.4315
H 3.0621 -1.8511 0.5699 0.1590
```

***

# C2H3NOS3

A 2-piece molecular cluster, C2H3NOS3 overall (ωB97M-V/def2-TZVPD, the OMol25 dataset).

Results
ΔE to the lowest compared entry with this formula, charge and spin	49.3	kcal/mol
molar mass	153.3	u
DFT total energy	-38163.2682	eV
HOMO	-8.987	eV
LUMO	-0.052	Eh
orbital gap	7.56	eV

```
10
Properties=species:S:1:pos:R:3:mulliken_charge:R:1
C -0.0391 -0.4740 0.9608 0.7857
C 0.9040 -0.1939 -0.1339 0.0549
N -1.3062 -0.3083 0.6470 -0.3208
O 0.4059 -0.7356 2.0821 -0.5911
S 2.4532 0.4959 -0.1462 -0.0651
S 2.0252 -1.3781 -0.6966 -0.0823
S -0.3062 0.8692 -2.0329 -0.3818
H -1.5472 0.1646 -0.3450 0.1925
H -1.9082 -0.5004 1.4412 0.2580
H -0.6814 2.0605 -1.7765 0.1500
```

***

# C2H3NP2

A 2-piece molecular cluster, C2H3NP2 overall (ωB97M-V/def2-TZVPD, the OMol25 dataset).

Results
ΔE to the lowest compared entry with this formula, charge and spin	74.8	kcal/mol
molar mass	103.0	u
DFT total energy	-22185.6210	eV
HOMO (alpha / beta)	-8.060 / -7.657	eV
LUMO (alpha / beta)	-0.054 / -0.032	Eh
orbital gap (alpha / beta)	6.60 / 6.79	eV

```
8
Properties=species:S:1:pos:R:3:mulliken_charge:R:1
C -1.6338 0.6813 -1.9906 0.0750
C 0.9224 -0.7024 0.8518 -0.1717
N -0.6789 0.0066 -1.9489 -0.3762
P 1.9394 -1.7727 -0.1606 0.0545
P 1.3378 -0.2437 2.4934 -0.0134
H -2.3683 1.4040 -1.8921 0.2835
H 0.1770 -0.0843 0.2375 0.1435
H 0.3044 0.7111 2.4096 0.0048
```

***

# C2H3NP2

One molecule with the formula C2H3NP2 (ωB97M-V/def2-TZVPD, the OMol25 dataset).

Results
SMILES	C=C=N[PH]#P
ΔE to the lowest compared entry with this formula, charge and spin	58.6	kcal/mol
molar mass	103.0	u
DFT total energy	-22186.3215	eV
HOMO	-8.141	eV
LUMO	-0.051	Eh
orbital gap	6.75	eV

```
8
Properties=species:S:1:pos:R:3:mulliken_charge:R:1
C -0.4820 0.5339 0.2274 0.6623
C -1.0310 0.9263 1.3226 -1.0160
N 0.0353 0.1832 -0.8133 -0.3008
P 1.7363 -2.2640 -0.1484 -0.0554
P 0.8251 -1.1316 -1.4927 0.0825
H -2.0091 1.1770 1.6000 0.2986
H -0.2506 1.0336 1.9568 0.2354
H 1.1761 -0.4583 -2.6523 0.0933
```